DFT (wB97M-V/def2-TZVPD) results for C26H22FeN3O2S as an isolated structure in a non-equilibrium geometry.

The geometry in XYZ format:
```
55
Properties=species:S:1:pos:R:3:forces:R:3
Fe -0.03796 0.21208 -0.16435 -0.4 -1.1 0.4
O 0.05504 0.12648 1.66685 0.5 0.5 2.9
C 0.92584 0.62688 2.47245 -0.5 -0.5 -1.3
C 0.63304 0.66758 3.84745 0.3 0.2 1.2
C 1.53734 1.15928 4.77005 -0.8 -0.4 -0.6
C 2.76664 1.65438 4.34735 0.7 0.3 -0.1
C 3.08294 1.65318 3.00615 -0.2 -0.1 0.0
C 2.20024 1.13268 2.04075 -0.4 0.2 1.1
C 2.55204 1.09358 0.67635 -0.5 -1.0 -2.0
N 1.82644 0.50178 -0.24085 1.5 1.5 1.7
C 2.23614 0.50498 -1.60155 0.8 0.0 -1.0
C 1.18274 -0.33452 -2.32705 1.0 -0.7 -1.9
N -0.04696 0.27528 -2.00315 -0.9 2.5 -2.1
C -0.50876 1.24338 -2.79945 1.2 -2.8 0.8
C -1.15966 2.38028 -2.32415 -1.1 1.4 0.7
C -1.82736 3.27148 -3.19575 0.2 -0.5 0.3
C -2.44136 4.40438 -2.72565 -0.2 0.3 -0.5
C -2.39786 4.70458 -1.36345 0.5 -0.5 0.5
C -1.68416 3.89848 -0.49365 -0.6 0.9 0.0
C -1.02486 2.73748 -0.92885 1.2 -0.8 -0.4
O -0.24476 2.07508 -0.13835 -0.8 2.1 0.1
H -0.34116 0.31628 4.15655 0.0 -0.1 0.0
H 1.28814 1.15348 5.82275 0.0 0.0 0.1
H 3.47014 2.04078 5.07295 0.1 0.0 0.0
H 4.03294 2.05568 2.67835 0.1 0.0 -0.1
H 3.50924 1.52738 0.38185 0.1 0.0 0.0
H 2.20594 1.52648 -2.02295 0.0 -0.2 0.1
H 3.26224 0.11698 -1.72885 -0.2 0.0 -0.1
H 1.37384 -0.33632 -3.41495 0.1 0.0 0.0
H 1.19604 -1.36552 -1.97325 0.1 0.1 -0.1
H -0.36156 1.13208 -3.87655 0.3 0.1 0.0
H -1.85116 3.02978 -4.25175 -0.1 0.0 -0.1
H -2.95806 5.07058 -3.40545 0.0 0.0 0.0
H -2.91246 5.57978 -0.98665 0.0 0.0 0.0
H -1.61756 4.15048 0.55415 0.0 0.0 0.1
C 2.35614 -2.23812 0.36635 0.0 0.0 0.0
C 0.96754 -2.72302 0.08005 -0.9 2.0 -0.1
C 0.79604 -4.09202 0.02195 -1.3 -1.7 -0.1
C -0.46846 -4.65362 -0.10155 1.0 0.9 0.3
C -1.56646 -3.77712 -0.12215 0.1 0.0 0.0
C -2.88436 -4.26042 -0.11195 -0.6 -0.2 0.0
C -3.96266 -3.39412 -0.11085 0.5 -0.8 0.0
C -3.74066 -2.03562 -0.12545 0.7 0.2 -0.1
C -2.43756 -1.52592 -0.14495 -1.3 1.9 0.1
S -2.22046 0.18888 -0.10145 -1.4 -0.9 0.1
C -1.31726 -2.37002 -0.13105 0.4 -1.1 -0.1
N -0.05616 -1.83302 -0.08035 0.8 -1.7 0.4
H 2.95554 -3.07142 0.73325 0.0 0.0 0.0
H 2.33794 -1.44692 1.10785 0.1 0.0 0.1
H 2.83284 -1.85592 -0.53435 0.1 0.1 0.0
H 1.66524 -4.73422 0.09975 0.0 0.1 0.0
H -0.62276 -5.72372 -0.10315 0.0 -0.1 -0.1
H -3.03426 -5.33072 -0.08395 0.0 -0.1 0.0
H -4.96946 -3.78312 -0.07855 -0.1 -0.1 0.0
H -4.55196 -1.32672 -0.10665 -0.1 0.1 0.0
```
Positions in Å, forces in eV/Å.

- E_LUMO: 2.8823 eV
- Energy: -2980.70569 a.u.
- Net charge: -1
- F_max: 0.0659 Eh/bohr

DFT (wB97M-V/def2-TZVPD) results for C28H47BrNP3Ru as an isolated structure in a non-equilibrium geometry.

The geometry in XYZ format:
```
81
Properties=species:S:1:pos:R:3:forces:R:3
C -0.76888 -1.03404 -6.00533 -0.7 0.7 -0.8
C -0.82389 0.15975 -5.26662 -0.1 -0.4 -0.7
C -1.94192 1.01544 -5.41273 1.1 -1.6 -1.1
C -2.83377 0.71852 -6.44419 -1.3 0.7 -0.7
N -2.69093 -0.31970 -7.26268 3.1 -0.2 3.4
C -1.72694 -1.22374 -7.02833 -0.1 -1.3 -1.1
C 0.33426 0.44510 -4.48245 1.9 1.0 2.1
C 1.31420 0.70752 -3.77928 -1.8 0.0 -2.0
C 2.15031 1.05032 -2.65756 -0.8 -0.3 0.0
C 2.24192 -0.06243 -1.80406 -0.9 1.1 0.9
C 2.28662 0.23641 -0.37976 2.0 0.8 -1.4
C 2.19274 1.62493 -0.02483 0.8 -2.0 0.4
C 2.33562 2.71395 -0.86172 0.2 1.1 -0.4
C 2.40454 2.43022 -2.26484 -0.9 -1.0 1.0
Ru 0.87196 0.05769 1.17837 -0.8 2.3 0.5
P -0.96684 -0.76908 0.25216 -1.0 -0.2 0.3
H -2.01802 1.89441 -4.82596 -0.4 0.7 0.2
H 0.08175 -1.71832 -5.87041 -0.7 0.2 -0.4
H -3.67821 1.35733 -6.64707 -0.3 0.3 0.0
H -1.65838 -2.12830 -7.66031 -0.2 0.6 0.2
H 2.44920 3.25325 -3.01641 -0.1 -0.8 0.7
H 2.05878 -1.10203 -2.18185 0.6 1.2 0.4
H 2.28959 3.77938 -0.51111 0.3 -1.2 -0.4
H 2.95084 -0.44042 0.17461 -0.1 0.5 -0.3
C -2.02849 -1.58546 1.46886 -0.7 -0.2 0.1
C -3.47951 -1.76845 1.01329 -1.0 -0.5 0.2
H -2.05161 -1.01904 2.42238 0.4 -0.3 -0.5
H -1.58762 -2.58463 1.64341 -0.2 0.6 0.2
H -4.04838 -2.26489 1.80311 0.2 0.1 0.2
H -4.03935 -0.85360 0.79324 0.4 0.1 0.1
H -3.60719 -2.43920 0.16193 0.2 0.1 0.1
C -1.90527 0.43621 -0.71253 0.0 0.2 0.2
C -2.84259 -0.24581 -1.69497 -0.7 0.3 -0.7
H -1.17186 1.06236 -1.25189 -0.2 -0.1 0.2
H -2.46731 1.06994 -0.01219 0.2 -0.2 -0.3
H -3.56789 0.48124 -2.05182 -0.1 0.1 0.0
H -2.33729 -0.60694 -2.59309 0.1 0.0 0.2
H -3.41817 -1.06802 -1.26997 0.1 0.4 -0.1
C -0.45351 -1.93498 -1.00118 0.4 -0.3 -0.6
C -1.47279 -3.02075 -1.27496 -0.2 -0.7 -0.5
H 0.51641 -2.37986 -0.77010 -0.2 0.2 0.0
H -0.29055 -1.30375 -1.88095 0.0 -0.1 -0.1
H -1.10333 -3.64123 -2.09434 0.0 -0.1 0.1
H -1.63478 -3.67698 -0.41424 0.0 0.1 -0.1
H -2.43387 -2.62873 -1.60812 0.3 -0.2 0.2
Br 2.47713 1.43493 2.42937 1.0 1.2 -1.5
P -0.90729 2.25281 2.14039 0.4 -0.3 0.4
C -2.71330 2.05212 2.30572 0.2 -0.8 -0.8
C -3.33474 2.86953 3.42839 -0.1 0.2 0.0
H -2.88440 0.97087 2.42932 -0.2 0.3 0.1
H -3.12679 2.31494 1.32433 -0.1 0.0 0.3
H -4.40844 2.64935 3.42557 0.2 0.2 0.2
H -2.90844 2.60143 4.40369 -0.4 0.2 -0.3
H -3.19165 3.94170 3.23606 -0.2 -0.3 0.2
C -0.35024 2.66652 3.84493 0.6 -0.4 0.1
C -0.26008 4.17776 4.07573 -0.2 0.5 0.1
H 0.64827 2.22159 3.99956 -0.7 0.2 0.1
H -1.05901 2.18550 4.54842 0.5 0.2 -0.4
H 0.22689 4.36006 5.05050 -0.2 0.0 -0.5
H 0.32556 4.67641 3.27809 -0.3 -0.2 0.6
H -1.26862 4.62759 4.12549 0.6 -0.1 -0.1
C -0.55898 3.55089 0.87744 0.3 -0.5 -0.3
C -1.52586 4.74572 0.83822 0.0 0.3 0.2
H -0.60379 3.01482 -0.08865 0.0 0.1 0.3
H 0.50799 3.82297 1.00316 -0.6 0.1 0.1
H -1.22283 5.40069 0.00782 -0.1 -0.2 0.3
H -2.57369 4.44671 0.66331 0.5 0.1 0.1
H -1.46707 5.33354 1.76494 -0.1 -0.2 -0.3
C 1.10723 -3.43485 1.43883 0.0 0.0 -0.1
P 1.93435 -1.86111 1.83467 0.0 -2.3 0.9
C 2.03415 -1.81257 3.65569 0.0 0.1 0.0
C 3.61184 -2.31095 1.17532 -0.4 0.5 0.0
H 0.04359 -3.42845 1.66706 0.2 -0.1 0.1
H 1.59610 -4.21184 2.02680 0.0 -0.1 0.0
H 1.23471 -3.68073 0.38265 0.1 -0.1 0.2
H 3.03428 -1.44500 3.92276 -0.3 -0.1 0.1
H 1.26666 -1.12899 4.05696 0.3 -0.3 0.0
H 1.88272 -2.82711 4.05837 0.1 0.4 -0.1
H 4.02893 -3.01201 1.91064 0.0 0.2 -0.2
H 3.45876 -2.82579 0.21749 0.1 0.0 0.3
H 4.29890 -1.47212 1.01014 0.0 -0.2 0.3
```
Positions in Å, forces in eV/Å.

- E_LUMO (alpha / beta): -13.2166 / -14.3890 eV
- Expectation value of S²: 6.056
- Multiplicity: 5
- Energy: -4841.06006 a.u.
- Net charge: +4
- F_max: 0.0890 Eh/bohr

DFT (wB97M-V/def2-TZVPD) results for C25H23ClOPTi as an isolated structure in a non-equilibrium geometry.

The geometry in XYZ format:
```
52
Properties=species:S:1:pos:R:3:forces:R:3
C 1.15729 1.24319 0.59684 0.1 1.6 -1.6
C 1.08214 1.43200 -0.84938 -0.1 1.0 1.5
C -0.27882 1.83023 -1.13887 0.2 0.2 0.0
H 1.91080 1.30972 -1.53411 -0.2 0.2 0.2
C -0.99273 1.92804 0.09465 0.4 -0.4 -0.4
C -0.14331 1.53297 1.14228 0.3 0.0 -0.1
H -0.43368 1.44435 2.19881 0.2 0.0 -0.7
H 2.10390 1.13517 1.12526 -0.4 -0.1 0.0
H -0.67649 2.06306 -2.12903 0.1 -0.1 0.4
H -2.04965 2.16865 0.23249 0.4 -0.2 -0.3
Ti -0.06529 -0.33935 -0.41190 0.6 0.2 2.4
Cl -2.17745 -1.12297 -0.24687 -0.9 -0.5 0.0
P -0.30536 -0.85793 -3.33932 0.1 -0.4 -0.7
C -1.32390 0.18070 -4.48368 -0.4 0.4 0.1
C -0.89429 0.59749 -5.75548 -0.1 -0.1 0.2
H 0.12589 0.40241 -6.09058 -0.3 0.0 0.1
C -1.76785 1.26268 -6.61645 -0.2 0.0 0.0
H -1.42302 1.55919 -7.61217 -0.1 -0.1 0.4
C -3.07823 1.53127 -6.21841 -0.1 -0.1 0.2
H -3.77437 2.03002 -6.90077 0.3 -0.2 0.3
C -3.50916 1.15381 -4.93822 0.2 0.0 -0.1
H -4.52664 1.38181 -4.61188 0.3 -0.1 -0.1
C -2.63830 0.49118 -4.07169 0.4 0.0 -0.3
H -2.95671 0.21045 -3.06656 0.0 0.0 -0.2
C 1.30591 -0.78214 -4.23693 0.3 0.1 -0.1
C 2.08460 0.37543 -4.04352 0.1 -0.5 -0.1
H 1.72646 1.15781 -3.37719 0.1 -0.2 -0.3
C 3.31389 0.52232 -4.68053 0.0 -0.2 -0.1
H 3.92485 1.40220 -4.46948 -0.2 -0.2 -0.2
C 3.75911 -0.46012 -5.57674 -0.1 0.2 0.2
H 4.71106 -0.32087 -6.10093 -0.4 -0.1 0.2
C 2.97830 -1.59531 -5.79828 0.1 0.1 0.0
H 3.30455 -2.35017 -6.51912 -0.1 0.2 0.3
C 1.76840 -1.76967 -5.12144 0.0 0.3 0.1
H 1.18279 -2.67035 -5.30513 0.1 0.2 0.1
C -0.89147 -2.52875 -3.86162 -0.1 -0.5 0.2
C -1.66293 -2.77314 -5.00990 0.2 0.0 0.2
H -2.02998 -1.94663 -5.62073 0.2 -0.2 0.2
C -1.97150 -4.07869 -5.39143 0.0 -0.2 0.0
H -2.55347 -4.25253 -6.30217 0.2 0.1 0.4
C -1.52675 -5.15991 -4.62854 0.2 0.1 0.2
H -1.74309 -6.18803 -4.93804 0.0 0.4 0.1
C -0.78749 -4.92763 -3.45938 -0.1 0.1 -0.1
H -0.45058 -5.76484 -2.84307 -0.1 0.3 -0.2
C -0.48314 -3.62267 -3.06868 -0.3 0.3 -0.4
H 0.05963 -3.43288 -2.14155 0.0 -0.1 -0.2
C 1.50832 -1.39469 2.55495 0.5 0.1 0.2
C 1.18865 -1.06928 1.12399 -3.1 -1.5 -2.8
O 1.30629 -1.76126 0.04387 1.5 -0.1 2.0
H 0.77151 -0.88923 3.21621 0.4 -0.1 -0.6
H 2.50808 -1.01225 2.86017 -0.5 -0.4 -0.3
H 1.44073 -2.47475 2.77571 0.3 0.3 -0.4
```
Positions in Å, forces in eV/Å.

- E_LUMO (alpha / beta): 0.4762 / 0.3362 eV
- Expectation value of S²: 0.758
- Multiplicity: 2
- Energy: -2692.72015 a.u.
- F_max: 0.0866 Eh/bohr

DFT (wB97M-V/def2-TZVPD) results for C26H42Cl3N4O4SiTi as an isolated structure in a non-equilibrium geometry.

The geometry in XYZ format:
```
81
Properties=species:S:1:pos:R:3:forces:R:3
C -1.41569 -1.71038 -2.85645 -0.1 0.1 -0.3
C -1.01798 -2.72218 -1.83026 0.4 -0.9 0.3
H -1.08591 -2.00777 -3.85400 -0.1 0.2 0.1
H -0.98073 -0.72892 -2.62550 -0.1 -0.2 0.0
H -2.50694 -1.57857 -2.89613 0.2 0.0 0.1
C -0.47366 -3.92011 -2.10457 -0.3 0.5 0.1
C -0.31153 -4.49911 -3.46871 0.2 -0.2 -0.5
H -0.13998 -4.56495 -1.28863 -0.3 0.2 -0.1
H -0.54006 -3.78666 -4.27017 0.1 -0.3 0.2
H -0.96744 -5.37173 -3.60635 0.1 0.2 0.1
H 0.71486 -4.86125 -3.61608 -0.1 0.0 -0.1
Ti -0.09531 0.46101 0.47543 0.2 -1.5 0.5
Cl -2.29709 0.65067 1.00967 -1.5 0.4 0.4
Cl -0.18780 1.54473 -1.52756 -0.1 1.0 -1.1
H 0.70273 4.84066 3.84875 0.0 -0.1 -0.1
H -1.34333 5.89551 2.73733 0.1 -0.1 -0.2
C 1.05197 4.52661 2.85797 -0.1 0.1 -0.1
C -0.93921 5.54957 1.77768 -0.1 -0.1 0.0
N -0.09930 4.37224 1.97020 0.0 0.2 0.2
H 1.59801 3.58620 2.93603 -0.2 0.1 -0.1
C -0.38022 3.22039 1.38032 1.0 -1.2 0.1
O 0.37295 2.20282 1.48202 -0.9 2.1 0.3
H -1.76384 5.28829 1.10834 0.1 0.1 0.1
H -1.30871 3.16176 0.79390 0.3 0.1 0.1
H 1.70931 5.31049 2.46471 0.0 -0.2 0.0
H -0.35760 6.36866 1.33592 -0.1 -0.2 0.0
H 1.49970 -1.31412 -2.76845 0.1 0.2 0.2
H 2.52590 -3.51676 -1.47309 0.2 0.3 0.1
C 2.33579 -0.77933 -2.29705 -0.4 -0.2 0.0
C 3.28759 -2.77433 -1.18074 0.1 0.0 0.0
N 2.69719 -1.44889 -1.04621 0.5 0.1 0.4
H 2.04260 0.25576 -2.10997 0.0 -0.3 0.1
C 2.60052 -0.86089 0.14549 -1.5 1.5 -0.6
O 1.93726 0.20771 0.34336 2.7 -1.8 -0.2
H 3.72956 -3.06793 -0.22113 -0.1 0.0 -0.3
H 3.11879 -1.35809 0.98045 -0.2 0.0 -0.2
H 3.19939 -0.81864 -2.97425 -0.1 0.0 0.2
H 4.06576 -2.75389 -1.95604 -0.1 0.0 0.2
O -0.31219 -1.26834 -0.07811 -0.1 -0.5 -0.4
C -1.23980 -2.28402 -0.39438 0.5 0.4 0.4
C 0.10180 -3.74832 1.18810 -0.1 -0.2 0.3
C -1.13395 -3.37367 0.66575 -0.3 0.1 -0.4
H 1.00754 -3.25943 0.81590 -0.3 -0.1 0.2
C 0.16513 -4.73390 2.17911 -0.1 0.1 -0.3
H -2.24950 -1.84977 -0.34743 0.0 -0.1 0.1
C -2.30458 -3.98203 1.12272 0.4 -0.1 0.0
H 1.13242 -4.98806 2.60940 -0.2 -0.1 -0.1
C -0.99769 -5.38582 2.60007 0.0 0.2 -0.1
C -2.23164 -5.00261 2.06900 0.0 0.0 -0.1
H -3.25646 -3.63775 0.70812 0.2 -0.2 0.2
H -0.94594 -6.17757 3.34987 0.0 0.3 -0.2
H -3.14743 -5.48686 2.40153 0.2 0.1 0.0
Si -0.36326 5.14242 -4.95073 -0.1 -0.1 -0.1
Cl -0.60692 3.62825 -6.36174 0.0 0.0 -0.2
C 1.46788 5.18302 -4.58301 0.1 0.0 0.1
C -1.45364 4.63161 -3.52711 0.0 0.0 0.1
C -0.92555 6.74775 -5.73632 0.0 0.0 -0.1
H 1.81751 4.19991 -4.23962 -0.1 0.2 0.0
H 1.69660 5.92581 -3.80689 0.0 -0.1 -0.1
H 2.03525 5.44454 -5.48772 -0.2 0.0 0.2
H -0.31772 6.99032 -6.61909 -0.1 -0.1 0.2
H -0.83525 7.57736 -5.02059 0.0 -0.2 -0.1
H -1.97415 6.68469 -6.05787 0.2 0.0 0.1
H -1.15861 3.64894 -3.13128 0.0 0.3 -0.1
H -2.49912 4.56135 -3.86160 0.3 0.0 0.1
H -1.40182 5.36273 -2.70837 0.0 -0.1 -0.1
N -1.41784 -3.05470 6.31963 -0.2 0.2 0.1
C -1.57052 -2.57192 5.03631 -0.8 -0.4 -0.4
O -2.54899 -2.84478 4.34776 1.0 0.3 0.9
C -0.44272 -1.74366 4.49631 0.3 0.4 -0.6
C 0.76409 -1.52692 5.16612 -0.3 0.0 -0.1
C 1.73052 -0.71796 4.58115 -0.1 0.2 -0.6
C 1.47461 -0.17215 3.31577 -0.3 -0.4 0.5
N 0.33341 -0.39504 2.64617 -0.1 -0.1 0.6
C -0.60742 -1.15724 3.22461 0.2 0.1 0.2
H -2.24749 -3.46108 6.73150 0.1 0.0 -0.2
H -0.78866 -2.62249 6.98421 -0.2 -0.1 -0.4
H 0.93145 -1.99199 6.13729 0.1 0.2 -0.2
H 2.67476 -0.49103 5.06445 -0.1 -0.1 0.0
H 2.19964 0.46731 2.82026 -0.1 -0.1 0.0
H -1.53134 -1.26546 2.65448 0.2 -0.1 0.3
```
Positions in Å, forces in eV/Å.

- E_LUMO (alpha / beta): 0.1766 / 0.1727 eV
- Expectation value of S²: 0.752
- Multiplicity: 2
- Energy: -4055.75458 a.u.
- F_max: 0.0630 Eh/bohr